22
Properties=species:S:1:pos:R:3 method="wB97M-V/def2-TZVPD" charge=0 e_above_lowest_ev=0.388 e_lumo_ev=1.057 homo_lumo_gap_ev=9.41 energy_ha=-412.374670
F 0.999 -1.846 0.725
H -0.327 -1.980 -2.864
C 0.046 -1.897 -1.859
C -0.020 0.714 0.723
C -0.739 -1.540 -0.847
C 0.685 1.327 -0.419
H -1.336 -2.796 1.740
H 1.060 0.646 -1.179
H 2.159 0.521 1.050
H -1.779 -1.293 -1.000
H -0.456 2.477 -1.819
H -0.707 -1.393 2.608
H 1.077 3.226 -1.359
H -0.914 1.086 1.186
H 1.457 2.119 1.536
H -2.129 -1.220 1.563
C -0.274 -1.392 0.518
C 0.229 2.648 -0.988
H -0.287 3.240 -0.233
C 1.346 1.223 0.937
H 1.079 -2.151 -1.700
C -1.170 -1.718 1.679

=====

36
Properties=species:S:1:pos:R:3 method="wB97M-V/def2-TZVPD" charge=+1 e_above_lowest_ev=0.060 e_lumo_ev="-4.757 / -4.950" spin_multiplicity=5 homo_lumo_gap_ev="8.95 / 8.75" energy_ha=-4454.868512
H -0.078 -3.248 2.430
H 2.045 -3.766 0.316
C 1.833 -0.890 1.499
O -3.152 3.424 -1.113
H 1.024 -5.001 1.134
O 0.343 1.234 -1.328
C 2.667 0.150 2.290
C -2.605 -0.676 -0.889
H 3.645 0.219 -1.769
H -4.134 0.819 -0.985
H 0.055 -2.501 0.828
O 2.786 0.537 -2.021
F -2.527 4.666 1.265
F -1.341 2.965 1.810
H 0.518 -0.027 -4.512
Ni 1.131 -0.540 -1.935
O 1.371 -1.843 2.254
C -1.771 3.697 0.796
F -0.726 4.238 0.173
C -3.051 0.762 -1.120
C -2.561 2.874 -0.242
C 0.617 -2.917 1.664
C 1.534 -4.050 1.237
H -3.069 -1.029 0.032
F 3.058 -0.345 3.440
O -2.494 1.566 -0.081
H 0.097 1.558 -0.465
F 3.724 0.439 1.538
H -1.524 -0.672 -0.745
F 1.954 1.247 2.485
H 2.302 -4.108 2.013
O 0.829 0.389 -3.718
H -2.808 1.074 -2.134
O 1.648 -0.839 0.314
H -2.894 -1.314 -1.719
Ni 1.555 1.908 -2.744

=====

28
Properties=species:S:1:pos:R:3 method="wB97M-V/def2-TZVPD" charge=0 e_above_lowest_ev=1.317 e_lumo_ev="-1.158 / -1.152" homo_lumo_gap_ev="9.27 / 9.27" energy_ha=-781.715942
H 1.986 -2.044 -2.684
N 1.484 -0.887 -1.023
C -1.043 -0.620 1.580
N 0.849 0.281 -0.876
N -0.428 2.734 -2.035
H -0.595 -1.427 0.999
H -1.914 -1.978 3.844
F 0.689 3.508 -2.081
C 0.456 0.724 -2.052
H -0.849 0.255 3.531
C -0.467 -0.616 2.995
C 0.869 -0.138 -3.048
H -2.117 -0.809 1.639
C -0.818 0.713 0.866
H 0.849 1.967 0.295
H -0.757 2.677 -3.013
O -0.010 0.926 -4.810
C 1.517 -1.156 -2.312
H -1.081 1.530 1.537
H -1.466 0.790 -0.010
H -0.443 -2.761 3.266
C -0.833 -1.878 3.766
O 1.261 -0.782 -5.163
H -0.419 -1.840 4.771
H 1.335 0.450 1.100
N 0.694 0.008 -4.438
C 0.630 0.903 0.402
H 0.620 -0.529 2.956

=====

23
Properties=species:S:1:pos:R:3 method="wB97M-V/def2-TZVPD" charge=+1 e_above_lowest_ev=6.404 e_lumo_ev=-2.619 homo_lumo_gap_ev=9.88 energy_ha=-421.701572
H 4.452 -0.245 -0.339
C -1.559 -2.033 0.648
H -2.803 2.464 -0.318
C -1.164 -0.723 0.062
H -0.740 -0.818 -1.035
N -2.081 0.420 0.141
H 2.961 0.984 1.769
H -0.792 -2.763 0.411
H 2.316 1.983 -1.153
C 2.552 1.130 -0.576
C 3.437 -0.024 -0.272
H -2.826 0.226 0.900
C 1.971 -0.308 -0.787
H -1.210 1.718 -1.064
H -2.921 1.149 -1.677
H 1.594 -0.843 -1.670
C -2.281 1.489 -0.862
N 0.000 -0.153 0.842
C 2.564 0.601 0.831
H -1.901 -2.016 1.733
H -0.333 0.176 1.870
C 1.221 -0.007 0.466
H -2.457 -2.407 0.081

=====

24
Properties=species:S:1:pos:R:3 method="wB97M-V/def2-TZVPD" charge=+1 e_above_lowest_ev=6.526 e_lumo_ev=-3.677 homo_lumo_gap_ev=8.26 energy_ha=-496.911035
C 2.394 -1.618 -0.492
C 1.150 -2.192 -0.489
H -1.275 1.484 -1.039
H -3.502 -0.766 1.192
H 0.912 2.172 -1.131
O 2.272 0.329 1.202
C 1.740 0.899 0.225
H -2.533 -1.730 0.015
H 3.284 -2.160 -0.841
H -2.704 0.407 -1.312
N -0.075 -1.637 -0.113
H 1.082 -3.197 -0.711
C -0.303 -0.412 0.038
H 2.131 3.008 -0.358
N -1.576 0.013 0.504
C 2.755 -0.170 -0.143
H -2.088 -1.577 1.727
H -1.452 0.631 1.250
C 1.248 2.263 -0.156
C -2.494 -1.034 0.904
H -3.004 1.659 0.006
H 0.392 2.621 0.464
C -2.187 0.911 -0.511
H 3.832 0.094 -0.230

=====

25
Properties=species:S:1:pos:R:3 method="wB97M-V/def2-TZVPD" charge=+1 e_above_lowest_ev=8.220 e_lumo_ev=-4.622 homo_lumo_gap_ev=7.68 energy_ha=-572.114054
H -2.385 -1.336 2.040
H 2.941 1.321 -1.714
C 2.525 0.320 -1.303
O -0.876 -1.166 0.725
C 0.552 -0.973 -1.603
H -1.581 1.688 -0.328
C 0.344 0.540 0.974
H 1.187 2.098 -0.311
H -1.751 0.382 3.425
H 2.822 -0.345 -2.025
H 1.212 -1.601 -2.205
H -0.904 2.914 -1.216
C 0.464 1.141 -0.448
H 2.986 -0.023 -0.382
H 0.056 -0.029 3.118
C -0.860 1.794 -1.049
C -1.277 -1.909 -0.268
H -0.702 -2.414 -1.987
N 1.099 0.168 -1.218
O -0.782 0.978 1.649
H -1.216 1.363 -1.887
C -0.947 0.091 2.711
N -0.622 -1.663 -1.438
H -0.955 -2.080 2.646
C -1.329 -1.261 2.095

=====

25
Properties=species:S:1:pos:R:3 method="wB97M-V/def2-TZVPD" charge=0 e_above_lowest_ev=2.753 e_lumo_ev="-1.306 / -1.312" homo_lumo_gap_ev="5.90 / 5.89" energy_ha=-1161.507048
H -1.586 -0.145 1.030
H -0.113 0.058 -2.559
H 1.535 3.351 1.676
H -0.600 -1.254 -1.460
H -0.283 -3.104 0.071
C 0.238 -0.526 -1.719
C -0.103 1.615 -0.788
C 0.362 -2.838 0.956
H 2.474 2.199 0.438
H 1.056 -1.333 -1.900
C -1.092 -1.070 1.498
H 1.380 -2.987 0.587
S 3.062 -1.040 -0.104
C 1.538 2.748 0.746
H -3.387 1.729 -2.551
H -0.480 3.445 0.379
N 0.170 -1.418 1.009
P 1.442 -0.280 0.679
N 0.551 0.452 -0.772
C 0.272 2.604 0.191
C -1.392 1.741 -1.454
H -1.123 -0.710 2.609
C -2.462 1.786 -1.991
H 0.400 -3.155 2.035
H -1.861 -1.870 1.393

=====

24
Properties=species:S:1:pos:R:3 method="wB97M-V/def2-TZVPD" charge=+1 e_above_lowest_ev=1.238 e_lumo_ev=-5.069 smiles="S=C1CCN2CCCC[NH+]=C12" homo_lumo_gap_ev=7.97 energy_ha=-820.033235
H 3.055 -2.048 0.869
C 2.392 -1.552 -0.022
C 2.250 -0.120 0.166
C -1.962 0.063 0.661
H -1.391 0.016 1.544
H -0.817 1.797 -1.614
C -1.789 1.609 0.313
H 2.945 -1.850 -0.833
H -0.717 3.243 -0.528
H 1.225 2.189 0.132
H 0.992 -2.757 -0.972
H -1.760 -1.908 0.176
H 0.580 -2.611 0.621
H -1.607 2.172 1.203
H -3.044 0.040 0.742
C 0.973 -2.068 -0.181
S 3.505 0.893 0.254
N 0.088 -0.888 -0.178
C -0.652 2.106 -0.615
C 0.795 0.199 -0.025
H -2.667 1.995 -0.116
N 0.565 1.487 -0.075
C -1.371 -1.012 -0.192
H -1.587 -0.994 -1.330

=====

24
Properties=species:S:1:pos:R:3 method="wB97M-V/def2-TZVPD" charge=0 e_above_lowest_ev=0.810 e_lumo_ev=0.995 homo_lumo_gap_ev=9.81 energy_ha=-476.872894
H 0.765 -0.513 3.226
H -1.504 3.761 -0.030
C 1.317 -2.110 -1.140
H -0.955 -0.893 3.297
H 2.084 -0.313 -1.931
C -0.725 3.133 -0.457
H -0.887 3.050 -1.530
N -1.081 0.694 -0.492
C -0.875 -1.684 -0.234
H 1.706 -1.534 -3.142
H 0.122 -1.873 2.286
C -0.714 1.780 0.164
H 2.203 -2.730 -1.038
H 0.397 -0.602 -2.363
H -1.345 -1.593 -1.221
C -0.342 0.057 1.509
N -0.820 -0.349 0.306
C 1.362 -1.079 -2.216
H -1.506 -2.313 0.408
N 0.412 -2.356 -0.296
C -0.082 -0.866 2.642
C -0.258 1.432 1.447
H 0.094 2.089 2.215
H 0.236 3.617 -0.282